Entry 1:
This record from the OMol25 dataset describes a gas-phase ion, C4H5O2 (charge +1) in a non-equilibrium geometry. The level of theory is wB97M-V/def2-TZVPD.

The HOMO-LUMO gap (spin up / spin down) is 0.311 / 0.311 Ha. The relative energy (zero: lowest compared OMol25 entry of this formula, charge and spin) is 61.5 kcal/mol. As for the total charge: +1. Its LUMO energy (spin up / spin down) is -0.225 / -0.225 Ha.

Last column: natural (NBO) charge in e.
Geometry (Å):
O1 -1.199 -0.354 -0.394  -0.37
O2 1.370 0.261 -0.193  -0.26
C1 0.982 -0.923 0.246  -0.07
C2 -0.807 0.857 0.259  -0.17
C3 0.540 1.154 -0.334  0.39
C4 -0.354 -1.347 -0.216  0.25
H1 -0.687 -2.304 -0.475  0.25
H2 1.584 -1.703 0.696  0.26
H3 0.711 2.014 -0.984  0.24
H4 -0.627 0.729 1.300  0.23
H5 -1.512 1.616 0.095  0.26

---

Entry 2:
This record from the OMol25 dataset describes 7 unconnected molecules or ions with the total composition C15H39Cl9O16P4 in a non-equilibrium geometry. The level of theory is wB97M-V/def2-TZVPD.

The HOMO-LUMO gap (spin up / spin down) is 0.354 / 0.076 Ha. As for the total charge: +1. As for the spin multiplicity: 2. Its LUMO energy (spin up / spin down) is -0.086 / -0.364 Ha.

Last column: Mulliken spin population.
Geometry (Å):
Cl1 -3.779 -1.066 0.163  0.00
Cl2 -3.284 -4.628 0.464  0.00
Cl3 -3.949 -5.589 3.193  0.00
Cl4 -1.047 -0.441 -0.591  0.00
Cl5 -1.556 -1.626 2.066  0.00
Cl6 2.227 -0.304 1.742  0.00
Cl7 -5.935 -4.314 1.528  0.00
Cl8 3.814 -2.394 0.380  0.00
Cl9 2.817 -0.021 -1.109  0.00
P1 1.131 2.259 5.036  -0.06
P2 -1.514 1.731 -6.370  0.00
P3 0.270 3.638 -0.071  0.00
P4 1.064 -5.181 1.657  0.00
O1 1.758 0.889 4.536  0.03
O2 -0.317 -5.685 2.358  0.00
O3 0.463 3.947 -1.668  0.00
O4 2.002 -4.673 2.884  0.00
O5 1.579 2.793 6.329  0.29
O6 1.683 -6.617 1.269  0.00
O7 1.716 2.993 0.401  0.00
O8 -1.432 1.254 -4.812  0.00
O9 -0.442 2.001 4.901  0.13
O10 0.962 -4.152 0.570  0.00
O11 -1.163 0.373 -7.168  0.00
O12 -0.567 2.868 -6.701  0.00
O13 1.453 3.201 3.730  0.45
O14 -0.857 2.743 0.292  0.00
O15 -3.100 1.988 -6.661  0.00
O16 0.217 5.124 0.646  0.00
C1 -1.120 1.627 3.709  0.00
C2 -4.207 -4.341 1.927  0.00
C3 -2.182 0.181 -4.282  0.00
C4 2.911 -6.684 0.575  0.00
C5 -0.984 0.343 -8.525  0.00
C6 0.940 6.187 0.139  0.00
C7 0.986 4.520 3.644  0.04
C8 1.495 -0.304 5.265  0.00
C9 -2.181 -0.488 0.747  0.00
C10 -3.621 2.599 -7.839  0.00
C11 3.028 3.561 0.168  0.00
C12 0.671 2.927 -2.639  0.00
C13 1.688 -3.411 3.431  0.00
C14 2.512 -1.159 0.261  0.00
C15 -0.389 -6.723 3.277  0.00
H1 -3.928 -3.383 2.367  0.00
H2 -2.363 0.516 1.130  0.00
H3 1.869 -0.232 6.286  0.00
H4 -1.767 -0.180 -9.075  0.00
H5 1.573 -1.686 0.094  0.00
H6 0.476 -0.673 5.142  0.00
H7 0.647 1.925 -2.211  0.00
H8 -0.976 -7.555 2.889  0.00
H9 1.627 3.041 -3.149  0.00
H10 3.398 4.170 0.993  0.00
H11 0.932 -2.880 2.854  0.00
H12 -1.585 -0.196 -3.451  0.00
H13 0.617 -7.066 3.520  0.00
H14 0.001 3.029 -3.493  0.00
H15 -1.890 0.869 3.852  0.01
H16 0.890 4.930 4.650  0.01
H17 2.992 4.243 -0.682  0.00
H18 -2.861 3.070 -8.464  0.00
H19 -0.391 1.242 2.997  -0.01
H20 -3.151 0.541 -3.937  0.00
H21 3.699 2.725 -0.029  0.00
H22 0.017 4.524 3.145  0.06
H23 -1.634 2.475 3.258  0.02
H24 1.523 -3.518 4.503  0.00
H25 1.405 6.606 1.031  0.00
H26 -2.465 -0.575 -5.015  0.00
H27 -4.153 1.887 -8.469  0.00
H28 2.837 -6.764 -0.509  0.00
H29 -4.336 3.349 -7.502  0.00
H30 -0.073 -0.187 -8.801  0.00
H31 3.506 -5.782 0.720  0.00
H32 1.609 6.060 -0.713  0.00
H33 2.623 -2.851 3.406  0.00
H34 3.487 -7.557 0.880  0.00
H35 -0.924 -6.436 4.182  0.00
H36 0.221 6.912 -0.243  0.00
H37 2.100 -1.080 4.795  0.00
H38 -0.936 1.387 -8.832  0.00
H39 1.621 5.155 3.027  0.01

---

Entry 3:
This record from the OMol25 dataset describes 21 unconnected molecules or ions with the total composition C12H62N2O26P in a non-equilibrium geometry. The level of theory is wB97M-V/def2-TZVPD.

The HOMO-LUMO gap is 0.218 Ha. As for the total charge: -1. Its LUMO energy is 0.058 Ha.

Last column: Löwdin charge in e.
Geometry (Å):
P1 2.349 0.567 -2.795  0.70
O1 6.076 -2.472 1.277  -0.08
O2 -0.722 -6.438 -9.965  -0.05
O3 1.487 -1.520 -0.446  -0.17
O4 -5.345 2.825 -1.904  -0.06
O5 2.466 1.651 -4.152  -0.24
O6 -5.738 2.893 -4.622  -0.06
O7 -1.219 3.281 0.037  -0.07
O8 1.829 6.109 -0.253  -0.05
O9 3.922 -0.036 -2.506  -0.21
O10 -1.362 1.484 7.765  -0.07
O11 -2.019 -0.455 9.974  -0.05
O12 0.462 0.291 1.670  -0.13
O13 6.388 1.790 1.504  -0.06
O14 -1.191 -7.643 -7.045  -0.05
O15 -3.716 3.289 4.291  -0.07
O16 -0.184 -6.049 -4.851  -0.07
O17 -4.616 2.997 1.035  -0.07
O18 7.438 -0.428 -0.493  -0.06
O19 -2.857 1.994 -1.812  -0.08
O20 3.352 -1.131 0.846  -0.10
O21 5.615 -2.043 -4.263  -0.06
O22 -1.277 -3.833 3.077  -0.09
O23 -0.686 -3.320 -3.521  -0.08
O24 4.064 4.693 1.943  -0.08
O25 1.458 -0.610 -3.316  -0.38
O26 0.758 -5.260 2.549  -0.07
N1 1.076 1.380 1.137  -0.16
N2 3.441 1.680 0.321  0.06
C1 -0.439 2.202 4.351  0.04
C2 -3.317 -0.590 1.532  -0.35
C3 1.594 2.286 2.208  -0.12
C4 2.346 -0.597 0.205  -0.45
C5 -3.814 0.221 0.209  -0.11
C6 -1.641 -2.184 0.318  -0.08
C7 2.118 1.022 0.123  -0.38
C8 1.584 1.506 -1.344  -0.12
C9 -1.754 -1.007 1.468  -0.25
C10 -3.715 0.169 2.925  -0.08
C11 0.444 2.345 3.372  -0.04
C12 -0.857 0.256 1.035  -0.13
H1 -1.139 -4.740 3.377  0.02
H2 1.855 2.632 -1.470  0.11
H3 2.540 1.913 2.746  0.13
H4 -4.096 -0.658 3.648  0.08
H5 3.847 -1.024 -2.433  0.09
H6 3.943 1.326 1.153  0.06
H7 -2.086 -8.004 -7.098  0.05
H8 -3.641 1.358 0.276  0.04
H9 6.708 -0.564 -1.113  0.05
H10 -1.470 -1.431 2.501  0.13
H11 6.486 -1.912 0.605  -0.02
H12 5.251 -2.012 1.492  0.00
H13 -5.380 3.790 -4.608  0.05
H14 -0.481 -6.776 -5.419  -0.01
H15 -2.862 -0.228 9.557  0.05
H16 -4.947 0.045 0.102  0.08
H17 0.446 1.440 -1.465  0.10
H18 4.079 1.544 -0.479  0.07
H19 -1.517 0.659 8.247  0.00
H20 -1.957 3.141 -0.577  0.00
H21 -2.860 3.578 3.946  0.02
H22 6.518 0.876 1.795  0.04
H23 -0.243 -6.852 -10.694  0.05
H24 5.284 -2.387 -5.102  0.04
H25 -0.962 2.066 8.423  0.04
H26 -2.084 -0.068 10.857  0.05
H27 1.688 -5.426 2.753  0.05
H28 -0.675 -6.179 -4.029  0.04
H29 5.079 -1.253 -4.106  0.00
H30 -3.599 3.304 5.249  0.03
H31 1.693 3.373 1.808  0.12
H32 -0.325 -2.422 -3.485  0.01
H33 -5.976 3.217 -2.522  0.03
H34 -0.959 -3.031 0.678  0.06
H35 -1.447 1.207 1.347  0.11
H36 -5.033 3.353 0.237  0.01
H37 -2.690 1.106 -2.153  0.05
H38 7.238 2.213 1.677  0.04
H39 -3.297 -0.245 -0.722  0.07
H40 -0.362 -5.542 -9.928  0.05
H41 -0.206 -3.735 -4.251  0.01
H42 -0.755 4.046 -0.325  0.03
H43 1.015 6.577 -0.028  0.04
H44 -4.567 0.914 2.689  0.06
H45 7.901 0.343 -0.843  0.05
H46 -4.343 3.782 1.528  0.04
H47 -5.793 2.030 -1.585  0.07
H48 2.239 6.662 -0.931  0.04
H49 4.227 3.804 1.596  0.00
H50 -0.428 -3.403 3.240  0.03
H51 0.779 -4.873 1.663  0.06
H52 -0.819 0.268 -0.113  0.11
H53 -3.435 2.394 -2.476  0.03
H54 -3.926 -1.578 1.541  0.12
H55 -1.143 -7.026 -7.789  0.02
H56 2.206 1.097 -4.934  0.06
H57 -5.267 2.466 -5.350  0.05
H58 -0.827 2.070 5.443  0.03
H59 -2.710 -2.577 0.065  0.08
H60 3.490 5.100 1.281  0.00
H61 -1.230 -1.762 -0.687  0.07
H62 -2.776 0.703 3.310  0.06

---

Entry 4:
This record from the OMol25 dataset describes C6H12N2O6S in the gas phase in a non-equilibrium geometry. The level of theory is wB97M-V/def2-TZVPD.

The HOMO-LUMO gap is 0.392 Ha. As for the SMILES: CC[C@@H]([C@H](O)[N+](=O)[O-])S(=O)(=O)NC(C)=O. The relative energy (zero: lowest compared OMol25 entry of this formula, charge and spin) is 0.0 kcal/mol. As for the total charge: 0. Its LUMO energy is -0.002 Ha.

Last column: natural (NBO) charge in e.
Geometry (Å):
S1 0.567 -0.042 -1.545  2.30
O1 2.199 -0.147 2.571  -0.37
O2 2.219 -2.346 -0.080  -0.65
O3 0.257 2.584 -0.264  -0.58
O4 1.844 -2.237 2.557  -0.36
O5 1.672 0.757 -1.913  -0.89
O6 0.124 -1.166 -2.365  -0.92
N1 2.052 -1.198 1.987  0.51
N2 -0.815 1.019 -1.552  -0.88
C1 -1.232 -1.303 1.790  -0.61
C2 -1.658 3.307 -1.482  -0.72
C3 1.999 -1.118 0.498  0.18
C4 0.608 -0.495 0.192  -0.48
C5 -0.667 -1.328 0.366  -0.43
C6 -0.675 2.281 -0.981  0.68
H1 1.365 -2.819 0.061  0.48
H2 -1.502 0.949 -2.173  0.41
H3 -2.059 -2.092 1.928  0.22
H4 0.542 0.430 0.564  0.27
H5 -1.129 4.034 -2.169  0.26
H6 -0.386 -1.607 2.548  0.22
H7 -2.143 3.962 -0.747  0.25
H8 -1.544 -0.346 2.160  0.21
H9 -0.584 -2.402 0.245  0.22
H10 -2.433 2.820 -2.102  0.21
H11 -1.428 -0.966 -0.288  0.24
H12 2.806 -0.531 0.196  0.24

---

Entry 5:
This record from the OMol25 dataset describes H2O2 in the gas phase in a non-equilibrium geometry. The level of theory is wB97M-V/def2-TZVPD.

The HOMO-LUMO gap is 0.417 Ha. As for the SMILES: OO. The relative energy (zero: lowest compared OMol25 entry of this formula, charge and spin) is 6.5 kcal/mol. As for the total charge: 0. Its LUMO energy is 0.042 Ha.

Last column: natural (NBO) charge in e.
Geometry (Å):
O1 0.415 -0.311 -0.450  -0.48
O2 -0.487 0.254 0.451  -0.44
H1 0.475 0.123 -1.316  0.46
H2 0.099 0.326 1.307  0.46

---

Entry 6:
This record from the OMol25 dataset describes a molecular structure, C39H43CrN4O4STe in a non-equilibrium geometry. The level of theory is wB97M-V/def2-TZVPD.

The HOMO-LUMO gap (spin up / spin down) is 0.286 / 0.236 Ha. The relative energy (zero: lowest compared OMol25 entry of this formula, charge and spin) is 0.0 kcal/mol. As for the total charge: 0. As for the spin multiplicity: 6. Its LUMO energy (spin up / spin down) is 0.016 / -0.044 Ha.

Last column: Mulliken spin population.
Geometry (Å):
Te1 -1.103 0.568 0.561  0.43
Cr1 -0.044 0.268 -3.127  4.00
S1 0.857 -2.734 -1.399  0.03
O1 2.119 0.738 -3.386  -0.01
O2 0.002 -3.860 -1.609  0.00
O3 -1.470 1.595 -3.530  0.07
O4 0.637 -1.908 -0.200  0.00
N1 -0.467 1.551 -1.568  0.43
N2 0.137 -1.195 -4.657  -0.08
N3 2.623 0.958 -1.169  -0.01
N4 0.875 -1.738 -2.632  -0.05
C1 -2.543 2.518 2.471  -0.01
C2 -0.837 -2.575 6.165  0.00
C3 -1.976 5.890 4.069  0.00
C4 0.813 3.372 0.749  0.00
C5 -4.209 3.842 -0.462  0.00
C6 -2.977 3.407 -0.939  0.01
C7 0.070 -0.310 3.208  -0.10
C8 4.896 -2.895 -1.166  0.00
C9 0.686 -2.175 -3.939  0.06
C10 0.710 -3.672 -5.760  0.01
C11 4.211 1.786 -2.814  0.01
C12 -3.775 1.624 2.247  0.02
C13 2.531 -3.382 -1.166  0.01
C14 -1.798 -2.299 3.788  0.00
C15 -1.388 2.391 1.702  0.05
C16 0.158 -0.981 4.447  0.00
C17 2.812 -4.729 -1.236  0.00
C18 -4.014 1.546 -1.976  -0.01
C19 2.886 1.109 -2.492  0.00
C20 -0.831 -1.976 4.768  0.00
C21 4.110 -5.181 -1.334  0.00
C22 -0.739 4.616 2.242  0.00
C23 -1.777 4.730 3.125  0.00
C24 6.567 -4.808 -1.471  0.00
C25 -0.912 -0.670 2.286  0.14
C26 3.555 -2.471 -1.162  0.00
C27 1.125 0.663 2.925  0.05
C28 -2.683 3.664 3.239  0.00
C29 -0.459 3.442 1.565  -0.03
C30 5.179 -4.240 -1.296  0.00
C31 -5.241 1.921 -1.447  0.00
C32 -1.563 1.764 -2.257  0.02
C33 -0.200 -1.476 -5.919  0.03
C34 -2.863 2.225 -1.684  -0.06
C35 -2.934 -2.077 1.544  0.01
C36 -5.330 3.075 -0.675  0.01
C37 -1.891 -1.632 2.573  -0.01
C38 0.068 -2.681 -6.510  0.00
C39 0.996 -3.429 -4.444  0.00
H1 0.723 1.670 3.020  -0.01
H2 -2.497 -3.142 4.033  0.00
H3 1.105 2.343 0.662  0.00
H4 -1.536 5.650 5.039  0.00
H5 1.611 3.988 1.213  0.00
H6 -3.568 3.798 3.845  0.00
H7 1.840 0.571 3.694  0.00
H8 -0.565 -3.631 6.129  0.00
H9 6.956 -4.676 -2.476  0.00
H10 7.310 -4.438 -0.813  0.00
H11 1.986 -5.441 -1.320  0.00
H12 1.565 0.544 1.895  -0.01
H13 3.373 1.146 -0.474  0.00
H14 1.426 -4.128 -3.759  0.00
H15 5.050 1.103 -3.019  0.00
H16 -4.153 1.794 1.214  -0.01
H17 4.363 -6.234 -1.411  0.00
H18 4.108 2.412 -3.683  0.00
H19 -3.013 6.107 4.184  0.00
H20 -4.350 4.763 0.126  0.00
H21 -0.201 -2.818 -7.555  0.00
H22 -0.053 5.504 2.171  0.00
H23 4.499 2.380 -1.933  0.00
H24 -0.843 -0.687 -6.439  0.00
H25 -6.034 1.209 -1.502  0.00
H26 0.891 -0.715 5.210  0.00
H27 -3.511 -2.921 1.885  0.00
H28 -1.867 -2.532 6.533  0.00
H29 0.881 -4.656 -6.143  0.00
H30 -2.089 4.013 -0.767  0.00
H31 -4.541 1.961 2.983  0.00
H32 6.495 -5.853 -1.271  0.00
H33 -3.866 0.764 -2.728  0.00
H34 1.720 0.598 -0.821  0.02
H35 -0.091 -2.005 6.764  0.00
H36 5.696 -2.093 -1.102  0.00
H37 -3.679 0.569 2.453  -0.01
H38 3.368 -1.389 -1.251  0.01
H39 -1.531 6.821 3.721  0.00
H40 -3.622 -1.273 1.363  0.00
H41 0.778 3.652 -0.297  0.00
H42 -6.285 3.375 -0.201  0.00
H43 -2.445 -2.274 0.579  0.00

---

Number 1: total energy -305.4983 Eh, molar mass 85.08 u. Number 2: total energy -7305.8484 Eh, molar mass 918.43 u. Number 3: total energy -2901.3509 Eh, molar mass 681.59 u. Number 4: total energy -1194.8311 Eh, molar mass 240.24 u. Number 5: total energy -151.5585 Eh, molar mass 34.01 u. Number 6: total energy -3742.5737 Eh, molar mass 843.46 u.